(1)
Below is a structure of composition C14H30GaIO2P2Si, with properties calculated with ωB97M-V/def2-TZVPD.

- Energy: -106012.97190 eV
- M: 517.1 g/mol
- Charge: +2
- Multiplicity: 1
- HOMO level (alpha / beta): -12.6 / -12.5 eV
- HOMO-LUMO gap (alpha / beta): 4.2 / 4.2 eV

CARTESIAN COORDINATES (ANGSTROEM)
C: -2.480 2.076 -5.810
C: -2.417 1.039 -4.800
H: -3.156 1.788 -6.648
H: -1.456 2.262 -6.193
H: -2.839 3.013 -5.337
O: -2.680 0.006 -4.318
I: 0.508 3.330 -2.109
Ga: -0.735 1.003 -2.063
P: -2.061 1.214 0.095
C: -2.945 0.218 1.350
C: -0.871 2.119 1.150
H: -1.421 2.672 1.924
H: -3.723 2.914 0.617
H: -0.318 2.815 0.503
H: -2.796 3.295 -0.885
H: -2.236 -0.189 2.082
H: -0.174 1.402 1.601
C: -3.293 2.502 -0.309
H: -3.701 0.820 1.875
H: -4.098 2.063 -0.915
H: -3.447 -0.626 0.861
P: 1.245 -0.587 -1.956
C: 1.694 -2.310 -1.531
C: 2.018 -0.384 -3.601
H: 2.254 1.414 -1.091
H: 3.418 0.035 -1.075
H: 2.119 0.151 0.178
C: 2.385 0.345 -0.868
H: 2.012 0.682 -3.862
H: 3.049 -0.768 -3.581
H: 2.614 -2.620 -2.048
H: 0.882 -2.984 -1.831
H: 1.441 -0.945 -4.349
H: 1.835 -2.411 -0.448
C: -0.973 -1.464 -0.279
O: -1.705 -2.275 -0.748
C: 2.402 -2.882 3.210
Si: 1.352 -1.332 3.340
C: 0.051 -1.634 4.659
C: 2.469 0.033 3.975
C: 0.569 -0.913 1.719
C: -0.141 -1.045 0.694
H: 2.691 -3.194 4.223
H: 3.323 -2.706 2.641
H: 1.887 -3.731 2.740
H: 0.543 -2.059 5.544
H: -0.442 -0.704 4.967
H: -0.737 -2.335 4.353
H: 3.296 0.235 3.278
H: 1.912 0.969 4.134
H: 2.880 -0.314 4.938

Forces on the atoms, in the same order (eV/Å):
0.390 0.917 -0.180
-1.105 -4.479 2.152
0.326 -0.156 0.664
-0.454 -0.113 0.220
0.176 -0.456 -0.169
0.440 3.741 -2.573
-0.079 -0.175 0.030
-0.393 0.683 -1.236
-0.062 0.935 1.295
-0.196 -0.767 -0.166
0.057 0.114 -0.366
0.165 -0.204 -0.143
0.255 -0.161 -0.291
-0.137 -0.125 0.470
-0.181 -0.131 0.145
-0.209 0.171 -0.195
-0.164 0.389 -0.007
-0.012 -0.120 -0.478
0.320 -0.052 -0.267
0.168 0.164 0.142
-0.081 0.146 0.229
1.584 0.050 0.277
-0.585 -0.557 0.074
-0.429 0.108 -0.223
0.289 -0.360 0.204
-0.271 0.030 0.126
0.279 0.148 -0.280
-0.206 0.255 -0.202
0.057 -0.261 -0.003
-0.368 0.177 0.096
-0.292 0.284 0.114
0.277 -0.048 0.006
0.178 0.156 0.135
0.006 0.056 -0.327
-1.633 -2.729 -0.237
2.217 3.213 0.757
-0.088 -0.202 -0.833
1.412 -0.317 2.570
-0.721 0.140 -0.434
-0.221 0.170 -0.504
-1.932 -0.514 -2.676
1.096 -0.520 2.208
-0.153 0.238 -0.160
-0.131 -0.012 0.123
0.068 0.159 0.154
0.063 0.123 -0.291
0.108 -0.140 -0.025
0.200 0.085 0.072
-0.139 -0.019 0.310
0.247 -0.224 0.071
-0.136 0.184 -0.378

(2)
Below is a cluster of 3 separate species, C14H30N5O5P in total, with properties calculated with ωB97M-V/def2-TZVPD.

- Energy: -41984.41013 eV
- M: 379.4 g/mol
- Charge: -1
- Multiplicity: 2
- HOMO level (alpha / beta): -5.0 / -5.0 eV
- <S²>: 0.75
- HOMO-LUMO gap (alpha / beta): 7.2 / 7.3 eV

CARTESIAN COORDINATES (ANGSTROEM)
C: -2.968 -1.364 2.195
P: -2.451 -1.767 0.471
C: -3.618 -0.689 -0.467
C: -0.804 -0.968 0.171
C: -0.929 -0.634 -1.369
O: -1.098 -1.645 -2.097
O: -0.933 0.574 -1.683
C: -0.513 0.239 1.051
C: 0.894 0.853 0.911
C: 1.392 1.290 2.294
C: 0.890 2.103 0.004
N: 1.835 -0.122 0.293
O: 3.053 0.266 0.322
C: 1.702 -1.590 0.522
C: 2.562 -2.271 -0.566
C: 2.271 -1.979 1.890
C: 0.235 -2.065 0.413
H: -2.304 -1.824 2.927
H: -3.986 -1.734 2.320
H: -2.992 -0.286 2.395
H: -4.479 -0.478 0.175
H: -3.981 -1.206 -1.352
H: -3.172 0.269 -0.736
H: -0.646 -0.070 2.096
H: -1.258 1.011 0.854
H: 2.254 1.949 2.217
H: 0.584 1.866 2.757
H: 1.615 0.451 2.953
H: 1.194 1.833 -1.004
H: -0.110 2.524 -0.073
H: 1.558 2.867 0.399
H: 3.547 -2.529 -0.171
H: 2.727 -1.592 -1.399
H: 2.088 -3.188 -0.910
H: 2.346 -3.069 1.921
H: 1.616 -1.679 2.710
H: 3.265 -1.552 2.031
H: -0.015 -2.577 1.352
H: 0.110 -2.796 -0.383
C: 2.926 5.937 0.531
O: 1.946 5.342 0.926
N: 2.920 7.287 0.277
N: 4.118 5.303 0.297
H: 3.717 7.791 -0.059
H: 2.057 7.773 0.429
H: 4.141 4.311 0.450
H: 4.937 5.769 -0.042
C: -3.851 -3.681 -3.923
O: -4.582 -4.099 -4.814
N: -2.941 -2.679 -4.098
N: -3.877 -4.179 -2.650
H: -2.329 -2.324 -3.364
H: -2.886 -2.273 -5.012
H: -4.514 -4.914 -2.418
H: -3.263 -3.788 -1.962

Forces on the atoms, in the same order (eV/Å):
0.227 0.719 0.003
-0.502 -0.836 -0.375
-0.293 0.228 0.481
0.283 0.206 -0.341
0.107 0.682 0.177
-0.019 -0.041 -0.064
-0.007 -0.746 0.076
-0.167 -0.315 0.021
-0.321 0.442 -0.455
-0.212 0.045 0.115
0.080 -0.056 -0.078
0.310 -0.200 1.365
0.089 0.195 -0.492
-0.111 -0.371 -0.623
0.274 0.111 0.197
-0.091 -0.038 0.085
-0.222 0.112 0.263
-0.090 -0.133 0.001
0.081 -0.185 0.058
0.027 -0.018 0.014
-0.018 -0.081 -0.038
0.131 0.087 -0.114
0.038 -0.054 -0.151
0.049 -0.018 -0.004
0.060 0.061 0.025
0.116 -0.165 -0.006
0.037 0.033 0.000
0.023 -0.012 -0.032
-0.055 0.038 -0.009
0.007 0.000 0.053
0.040 0.004 -0.071
0.017 0.063 -0.026
-0.174 -0.105 -0.125
-0.015 0.029 -0.050
0.021 0.013 0.020
0.015 0.061 -0.018
-0.010 0.027 -0.018
0.020 -0.013 -0.024
0.053 0.019 -0.012
0.095 -0.132 -0.127
-0.090 0.147 0.120
0.012 0.010 0.059
0.015 0.027 0.092
0.001 -0.015 -0.019
-0.008 -0.012 -0.011
-0.021 -0.014 -0.047
-0.013 -0.001 -0.032
0.281 0.376 -0.125
-0.078 -0.089 -0.038
-0.240 -0.244 0.004
0.087 0.079 -0.016
0.123 0.108 0.008
-0.034 -0.012 -0.019
-0.023 0.016 -0.056
0.096 -0.032 0.377